[1]
A structure of composition C9H6F13PdS. Source: the OMol25 dataset; level of theory: wB97M-V/def2-TZVPD.

Summary:
* E_tot: -2169.95103 Eh
* gap between HOMO and LUMO: 6.293 eV
* net charge: +1

CARTESIAN COORDINATES (ANGSTROEM)
C: 5.641 -1.873 0.486
C: 4.391 -1.226 0.419
C: 2.862 -0.636 0.485
C: 2.793 0.522 -0.718
C: 1.225 0.975 -1.052
C: 0.569 1.962 0.079
F: 0.806 3.370 -0.415
F: 1.203 1.897 1.417
C: -1.054 1.823 0.271
F: -1.460 2.990 1.143
F: -1.717 2.051 -1.029
C: -1.538 0.470 1.079
F: -0.500 -0.628 1.068
F: -1.556 0.895 2.533
C: -3.055 -0.028 0.770
F: -3.555 -0.668 2.046
F: -4.016 1.114 0.534
S: -3.305 -1.269 -0.581
F: -4.240 -0.078 -1.453
F: -1.918 -0.832 -1.470
F: -2.545 -2.557 0.249
F: -4.791 -1.741 0.213
F: -3.692 -2.375 -1.832
H: 6.600 -2.543 0.721
H: 2.069 -1.478 0.252
H: 3.402 1.492 -0.407
H: 3.286 -0.009 -1.666
H: 1.251 1.445 -2.141
H: 0.636 -0.055 -1.179
Pd: 2.209 -3.011 0.179

Cartesian forces, eV/Å:
-7.7 3.5 0.4
4.6 -3.7 1.5
5.9 -0.4 -4.6
-0.7 0.5 1.0
0.9 -1.5 -0.4
1.0 2.2 -0.3
-0.7 -4.2 1.6
-1.8 -0.2 -4.0
-0.8 3.3 0.2
1.2 -3.9 -2.9
2.1 -1.2 4.0
1.3 0.6 3.7
-3.4 3.3 -0.5
0.1 -1.6 -4.9
-2.9 1.8 4.4
2.1 2.1 -4.3
4.1 -3.7 1.2
-4.5 -3.0 -3.4
2.4 -2.9 1.4
-2.2 -0.8 2.2
-0.9 3.1 -1.7
3.3 1.0 -1.9
1.1 2.3 2.7
-2.5 1.9 -0.8
-0.8 1.4 1.1
-1.0 -2.3 -0.6
-1.1 1.2 2.0
-0.3 -0.5 2.7
0.9 2.4 0.5
0.6 -0.9 -0.1

Results of the Mulliken charge analysis, in e, for atoms 1 through 2: number 1, C, carries -0.277; number 2, C, carries -0.169


[2]
A structure of composition C43H33N4OP2S2Sn. Source: the OMol25 dataset; level of theory: wB97M-V/def2-TZVPD.

Summary:
* energy relative to the best compared isomer or geometry (same formula, charge and spin): 2.169 eV
* E_tot: -3645.79982 Eh
* gap between HOMO and LUMO (alpha / beta): 4.591 / 5.585 eV
* net charge: +1

CARTESIAN COORDINATES (ANGSTROEM)
Sn: -0.542 -1.887 -0.269
S: -0.739 -1.048 2.283
P: 0.140 0.705 1.821
C: 0.534 0.412 0.108
P: 2.227 -0.001 -0.260
S: 2.583 -1.662 0.748
C: 2.328 -0.382 -2.033
C: 1.294 -0.156 -2.932
C: 1.423 -0.572 -4.251
C: 2.580 -1.207 -4.674
C: 3.620 -1.422 -3.778
C: 3.494 -1.017 -2.461
C: 3.452 1.294 0.010
C: 4.600 1.035 0.746
C: 5.557 2.029 0.880
C: 5.365 3.264 0.278
C: 4.207 3.521 -0.447
C: 3.242 2.539 -0.580
C: 1.553 1.219 2.826
C: 2.010 2.523 2.624
C: 3.090 2.987 3.353
C: 3.703 2.154 4.281
C: 3.254 0.855 4.466
C: 2.173 0.378 3.738
C: -1.098 2.003 2.113
C: -1.028 2.770 3.276
C: -2.038 3.675 3.566
C: -3.108 3.828 2.698
C: -3.180 3.058 1.546
C: -2.191 2.132 1.262
H: 0.414 0.386 -2.619
H: 0.617 -0.375 -4.947
H: 2.678 -1.529 -5.702
H: 4.532 -1.902 -4.108
H: 4.288 -1.203 -1.748
H: 4.732 0.066 1.210
H: 6.459 1.837 1.447
H: 6.121 4.033 0.369
H: 4.067 4.485 -0.919
H: 2.329 2.727 -1.135
H: 1.507 3.170 1.915
H: 3.451 3.995 3.198
H: 4.525 2.529 4.877
H: 3.740 0.207 5.183
H: 1.807 -0.631 3.874
H: -0.189 2.675 3.949
H: -1.986 4.254 4.479
H: -3.887 4.543 2.925
H: -4.015 3.180 0.868
H: -2.267 1.506 0.385
C: -2.306 2.432 -4.114
C: -3.120 1.311 -4.172
C: -3.123 0.391 -3.140
C: -2.307 0.560 -2.009
C: -1.501 1.701 -1.967
C: -1.492 2.616 -3.009
N: -2.335 -0.445 -1.009
C: -3.532 -0.845 -0.574
C: -4.702 -0.030 -0.630
C: -5.882 -0.453 -0.097
C: -6.003 -1.724 0.520
C: -4.927 -2.548 0.575
C: -3.682 -2.135 0.035
N: -2.592 -2.913 0.059
N: -2.695 -4.159 0.275
C: -1.509 -4.835 0.444
C: -1.549 -6.230 0.462
C: -0.383 -6.924 0.709
C: 0.797 -6.217 0.923
C: 0.762 -4.838 0.849
N: -0.365 -4.161 0.626
H: -2.316 3.161 -4.913
H: -3.759 1.151 -5.031
H: -3.733 -0.502 -3.206
H: -0.875 1.872 -1.107
H: -0.855 3.489 -2.944
H: -4.620 0.959 -1.057
H: -6.747 0.196 -0.135
H: -6.946 -2.024 0.954
H: -4.965 -3.512 1.063
H: -2.491 -6.724 0.275
H: -0.389 -8.005 0.752
H: 1.720 -6.729 1.148
H: 1.651 -4.236 0.997
O: -0.099 -3.812 -3.123
C: -0.563 -2.819 -2.866

Cartesian forces, eV/Å:
-0.5 2.1 1.4
-0.2 -0.7 -0.1
-0.3 0.0 -0.2
0.5 -0.4 -0.2
-0.3 -0.2 -0.4
0.0 -0.3 0.2
-0.1 0.0 0.1
0.2 0.2 0.0
-0.1 0.1 -0.1
-0.1 0.0 0.0
0.1 0.0 0.1
0.0 0.0 0.0
-0.3 0.0 0.1
0.0 0.0 0.0
0.1 0.1 0.0
0.0 0.0 0.0
-0.1 0.1 -0.1
0.1 -0.1 0.1
-0.2 -0.1 -0.2
0.1 -0.1 0.1
0.0 0.0 -0.1
0.0 0.0 0.1
0.0 -0.1 0.1
0.0 0.0 -0.1
0.2 -0.1 -0.1
0.0 0.0 -0.1
0.0 0.0 0.0
0.1 0.0 0.1
-0.1 0.0 -0.1
0.0 0.0 0.0
-0.2 -0.1 0.0
0.0 0.0 0.0
0.0 0.0 0.0
0.0 0.0 0.0
0.0 0.0 -0.1
0.0 0.0 0.0
0.0 0.0 0.0
0.0 0.0 0.0
0.0 0.0 0.0
0.1 0.0 -0.1
0.1 0.0 0.0
0.0 0.0 0.0
0.0 0.0 0.0
0.0 0.0 0.0
0.0 0.0 0.0
0.0 0.0 0.1
0.0 0.0 0.0
0.0 0.0 0.0
0.0 0.0 0.0
-0.1 0.0 0.1
0.1 0.1 0.0
-0.1 -0.1 -0.1
0.3 -0.2 0.0
-0.1 0.1 -0.6
0.0 -0.2 0.3
-0.1 0.0 -0.1
0.4 -0.5 0.1
0.3 0.2 0.2
-0.3 0.1 0.1
0.2 0.0 -0.2
-0.1 -0.3 0.1
-0.1 0.0 0.1
-0.3 0.4 0.0
0.6 -0.5 -0.2
-0.7 0.3 0.1
0.7 -0.3 0.1
0.0 0.1 0.0
0.0 0.1 0.0
0.0 0.0 0.0
0.3 0.0 0.1
-0.2 0.3 -0.4
0.0 0.0 0.0
0.0 0.0 0.0
-0.1 0.0 0.0
0.1 0.0 0.0
0.0 0.0 0.0
0.0 0.0 -0.1
0.0 0.1 0.0
0.0 0.0 0.0
-0.1 0.0 0.0
0.0 0.0 0.1
0.0 0.0 0.0
0.0 0.1 0.0
0.0 -0.1 -0.1
0.0 0.1 -0.1
0.0 -0.3 -0.2

Results of the Mulliken charge analysis, in e, for atoms 1 through 2: number 1, Sn, carries 1.232; number 2, S, carries -0.731


[3]
A structure of composition C10H23Cl3N3O4Sr. Source: the OMol25 dataset; level of theory: wB97M-V/def2-TZVPD.

Summary:
* E_tot: -2271.25043 Eh
* gap between HOMO and LUMO (alpha / beta): 5.571 / 8.075 eV
* net charge: 0
* multiplicity: 2

CARTESIAN COORDINATES (ANGSTROEM)
Sr: 1.965 26.950 -4.119
O: 1.627 25.873 -2.044
H: 0.934 25.974 -1.362
C: -0.596 28.027 0.491
O: -0.682 29.283 0.583
N: -1.076 27.221 1.450
C: -0.660 25.810 1.394
C: -1.571 27.630 2.800
H: -0.166 27.487 -0.366
H: -0.036 25.637 2.271
H: 0.090 25.618 0.627
H: -1.451 25.061 1.343
H: -2.462 27.045 3.028
H: -0.840 27.536 3.603
H: -1.986 28.637 2.833
C: 1.582 21.345 1.662
O: 2.216 22.041 2.452
N: 1.491 21.574 0.320
C: 0.840 20.518 -0.514
C: 2.128 22.757 -0.367
H: 1.051 20.446 2.012
H: -0.166 20.923 -0.630
H: 0.833 19.551 -0.011
H: 1.339 20.462 -1.481
H: 2.972 22.311 -0.893
H: 1.371 23.293 -0.940
H: 2.542 23.456 0.360
C: 5.017 25.082 -0.164
O: 5.166 25.401 0.990
N: 5.752 24.255 -0.973
C: 5.260 23.826 -2.277
C: 6.905 23.591 -0.413
H: 4.179 25.599 -0.657
H: 6.046 23.831 -3.032
H: 4.476 24.486 -2.647
H: 4.875 22.809 -2.201
H: 7.707 24.010 -1.020
H: 7.044 23.877 0.630
H: 6.974 22.509 -0.517
C: -1.122 24.255 -3.148
Cl: -1.355 24.186 -1.403
Cl: -2.511 24.740 -4.158
Cl: -0.608 22.638 -3.689
H: -0.363 24.984 -3.433

Cartesian forces, eV/Å:
-0.1 -0.5 1.3
-0.6 0.7 -0.9
0.7 -0.2 -0.6
-0.9 4.0 1.2
0.5 -3.0 -0.8
0.1 -1.6 0.9
1.0 0.3 0.7
-0.7 0.4 -1.0
0.0 0.2 0.1
-0.3 -0.3 0.4
-0.4 0.2 -0.5
-0.2 0.3 0.0
0.3 -0.5 0.0
0.2 -0.2 -0.3
0.6 0.2 -0.5
1.2 1.2 0.1
-0.7 -0.4 -0.6
0.2 -0.4 0.3
0.0 1.9 0.6
-0.4 -1.5 1.3
-0.1 -0.1 -0.2
-0.3 -0.7 -0.6
0.0 0.2 0.0
0.0 -0.1 0.1
-0.2 0.5 -0.7
0.4 -0.2 -0.4
-0.2 -0.3 0.3
-1.1 0.8 -1.0
1.2 -0.7 0.7
-1.1 -0.1 0.8
0.1 0.1 0.4
0.9 0.7 -0.6
-0.1 -0.5 -0.8
0.3 0.0 0.1
-0.1 0.0 0.3
-0.1 -0.1 -0.2
0.7 -0.3 0.3
-0.2 0.0 -0.1
-0.6 -0.1 0.0
0.1 -0.4 -0.8
-0.3 0.4 -0.5
-0.2 0.0 0.7
0.2 0.2 0.0
0.2 -0.3 0.7

Results of the Mulliken charge analysis, in e, for atoms 1 through 2: number 1, Sr, carries 0.875; number 2, O, carries -0.866


[4]
A cluster of 3 separate species, C5H15N2O in total. Source: the OMol25 dataset; level of theory: wB97M-V/def2-TZVPD.

Summary:
* energy relative to the best compared isomer or geometry (same formula, charge and spin): 8.913 eV
* E_tot: -383.72349 Eh
* gap between HOMO and LUMO: 4.612 eV
* net charge: +1

CARTESIAN COORDINATES (ANGSTROEM)
C: 3.685 -0.439 0.474
N: 0.400 0.101 0.294
C: 0.205 -0.418 -1.044
C: -1.061 0.023 -1.768
O: -0.935 -0.521 -3.109
C: 3.735 -0.331 1.790
N: -2.142 0.852 1.078
C: -3.107 0.636 2.178
H: 2.965 0.219 -0.071
H: 4.322 -1.270 -0.044
H: 0.551 -0.671 0.918
H: 0.994 -0.089 -1.729
H: 0.272 -1.539 -1.236
H: -1.930 -0.354 -1.191
H: -1.060 1.128 -1.658
H: -1.623 -0.180 -3.764
H: 3.024 0.261 2.389
H: 4.600 -0.770 2.381
H: -1.128 0.402 1.085
H: -1.924 1.806 1.003
H: -4.199 0.823 1.935
H: -2.928 1.325 3.040
H: -2.997 -0.416 2.419

Cartesian forces, eV/Å:
0.1 -1.3 -1.2
-0.1 0.1 -2.9
0.4 -2.8 1.2
-1.3 1.2 -0.9
-0.9 1.1 0.6
1.1 -0.1 1.8
-0.3 -1.2 -0.4
0.6 0.3 0.5
0.6 -0.8 0.1
-1.2 2.1 0.6
0.5 -1.0 0.7
0.4 1.1 0.2
0.0 1.0 1.2
0.4 0.0 -0.7
-0.4 -0.4 -0.8
1.2 -0.4 1.7
0.5 0.0 -0.5
-1.4 0.2 -0.8
-1.7 0.2 0.2
0.3 1.7 -0.2
1.3 -0.2 -0.6
0.1 -0.8 -0.4
-0.4 0.0 0.6

Results of the Mulliken charge analysis, in e, for atoms 1 through 2: number 1, C, carries -0.392; number 2, N, carries -0.321


[5]
The molecule C8H12N4. Source: the OMol25 dataset; level of theory: wB97M-V/def2-TZVPD.

Summary:
* energy relative to the best compared isomer or geometry (same formula, charge and spin): 0.950 eV
* E_tot: -530.81962 Eh
* gap between HOMO and LUMO (alpha / beta): 6.918 / 6.706 eV
* net charge: 0
* multiplicity: 3

CARTESIAN COORDINATES (ANGSTROEM)
C: 0.571 -1.990 -0.487
C: 2.733 -1.808 0.183
C: 0.161 -0.759 0.258
C: 1.491 0.154 0.266
C: -1.331 -0.475 0.221
C: -1.852 0.824 0.756
C: -2.138 -1.030 -0.897
C: 2.814 2.089 -0.082
N: 1.795 -2.477 -0.569
N: 2.608 -0.579 0.520
N: -0.882 -1.471 1.146
N: 1.538 1.387 -0.117
H: -0.296 -2.408 -0.949
H: 3.729 -2.237 0.224
H: -1.159 1.245 1.376
H: -2.843 0.599 1.246
H: -2.038 1.455 -0.136
H: -3.185 -0.929 -0.553
H: -2.109 -1.997 -1.132
H: -1.932 -0.518 -1.787
H: 2.886 2.718 0.818
H: 3.593 1.402 -0.026
H: 2.781 2.640 -0.980
H: -0.695 -0.966 2.059

Cartesian forces, eV/Å:
1.4 1.1 -0.8
0.5 -3.8 -1.5
1.1 -0.3 -1.9
-1.0 -3.2 2.3
1.3 -0.2 -0.5
-2.6 -1.3 -2.2
-2.0 3.0 1.6
-2.3 0.0 1.0
-0.4 0.8 1.1
-1.6 3.7 -0.4
1.3 1.8 3.6
-0.5 1.2 0.0
0.3 -1.0 -0.4
-0.2 -0.2 0.3
1.6 1.4 1.8
1.0 0.5 -0.3
0.1 0.1 0.7
0.1 0.4 -0.6
0.8 -4.1 -0.4
-0.2 1.1 -1.3
-0.2 0.1 -0.4
1.6 -1.3 0.0
0.5 1.1 -0.8
-0.8 -1.0 -0.7

Results of the Mulliken charge analysis, in e, for atoms 1 through 2: number 1, C, carries -0.285; number 2, C, carries -0.173


[6]
The molecule C2H3FN2O. Source: the OMol25 dataset; level of theory: wB97M-V/def2-TZVPD.

Summary:
* SMILES string: COC1(F)N=N1
* energy relative to the best compared isomer or geometry (same formula, charge and spin): 2.115 eV
* E_tot: -362.51351 Eh
* gap between HOMO and LUMO: 10.667 eV
* net charge: 0

CARTESIAN COORDINATES (ANGSTROEM)
C: 0.484 0.331 -1.174
O: -0.551 0.538 -0.175
C: -0.536 -0.332 0.865
F: -1.074 -1.559 0.577
N: -0.707 0.138 2.174
N: 0.406 -0.280 1.842
H: 0.188 1.236 -1.963
H: 0.423 -0.579 -1.600
H: 1.368 0.507 -0.545

Cartesian forces, eV/Å:
-1.1 6.0 1.0
-0.9 -0.7 0.1
-1.7 0.0 -2.2
0.3 0.4 0.0
-0.8 0.3 0.3
2.4 -0.4 1.6
1.4 -2.6 2.0
-0.1 -3.1 -1.5
0.5 0.0 -1.3

Results of the Mulliken charge analysis, in e, for atoms 1 through 2: number 1, C, carries -0.652; number 2, O, carries -0.357